#i
9
Properties=species:S:1:pos:R:3 method="wB97M-V/def2-TZVPD" gap_ha=0.3372 molar_mass_g_mol=115.048 homo_energy_ha=-0.3849 smiles="O=c1nnonc1O" e_lumo_ev=-1.30
O -1.45 1.06 0.15
O 1.06 -1.57 -0.84
O 1.50 -0.12 1.68
N -0.59 -0.21 -1.62
N -1.29 0.70 -1.16
N -0.35 0.94 1.20
C 0.25 -0.72 -0.54
C 0.55 0.04 0.81
H 1.91 -0.90 1.49

#ii
9
Properties=species:S:1:pos:R:3 method="wB97M-V/def2-TZVPD" gap_ha="0.3063 / 0.2711" molar_mass_g_mol=115.048 homo_energy_ha="-0.3931 / -0.3822" e_lumo_ev="-2.36 / -3.02"
O 0.18 -2.22 -0.15
O 1.98 -1.06 0.31
O -2.28 0.88 0.33
N -0.11 0.55 -0.32
N 0.89 -1.33 0.07
N 1.43 2.34 -0.15
C 0.63 1.52 -0.07
C -1.39 0.17 0.00
H -1.33 -0.86 -0.02

Most favorable structure: #i. The second most favorable one is 0.0356 hartree above it.

#i
8
Properties=species:S:1:pos:R:3 method="wB97M-V/def2-TZVPD" gap_ha=0.3256 molar_mass_g_mol=114.046 homo_energy_ha=-0.3223 smiles="O=S(P)#[PH2]" e_lumo_ev=0.09
S 0.02 -0.48 -0.69
P 1.68 0.46 0.46
P -1.59 0.61 0.32
O 0.07 -1.90 -0.48
H 2.70 0.13 -0.56
H -1.41 -0.09 1.43
H 1.07 1.52 -0.29
H -2.55 -0.25 -0.18

#ii
8
Properties=species:S:1:pos:R:3 method="wB97M-V/def2-TZVPD" gap_ha=0.3253 molar_mass_g_mol=114.046 homo_energy_ha=-0.3305 e_lumo_ev=-0.14
S -0.12 2.17 0.94
P -0.38 0.50 -0.02
P 0.98 -1.26 0.32
O -0.35 0.54 -1.65
H 0.05 -1.79 1.17
H -0.11 1.39 -2.12
H -1.86 -0.59 -0.13
H 1.78 -0.96 1.48

Most favorable structure: #ii. The second most favorable one is 0.0504 hartree above it.

#i
51
Properties=species:S:1:pos:R:3 method="wB97M-V/def2-TZVPD" gap_ha="0.2238 / 0.2200" molar_mass_g_mol=903.187 homo_energy_ha="-0.5424 / -0.5462" total_charge=+2 e_lumo_ev="-8.67 / -8.87"
Re 1.56 -0.02 -0.13
Sb 4.84 -1.75 -2.39
Se 4.66 -3.56 -0.94
Se 5.74 -0.97 -4.34
Se 3.54 0.30 -1.28
Se 1.93 -2.30 0.30
O 0.11 1.00 -0.87
O 1.80 1.86 0.72
O -1.13 2.86 -0.92
N 0.26 -1.64 -0.38
C 1.01 -2.52 -2.60
C -2.79 -0.32 1.35
C -0.20 -2.30 -1.70
C -0.66 -1.20 0.66
C -0.14 2.32 -0.57
C -4.26 -0.18 1.11
C -2.17 0.31 2.44
C -0.82 0.16 2.69
C -0.06 -0.62 1.80
C -0.82 -3.65 -1.35
C 0.49 3.83 1.34
C -0.20 0.72 3.93
C 1.00 3.01 0.18
C -2.02 -1.06 0.45
C 1.88 3.77 -0.79
C -1.16 -1.38 -2.48
H 1.29 4.57 -1.24
H 1.75 -3.18 -2.15
H 0.40 1.61 3.72
H 0.66 -3.02 -3.50
H -4.74 0.40 1.90
H -0.85 -0.34 -2.43
H -2.78 0.87 3.13
H -0.18 4.59 0.94
H -0.06 -4.34 -0.97
H 1.93 1.96 1.67
H -0.09 3.22 2.04
H 0.45 -0.01 4.41
H -0.96 1.02 4.65
H -4.73 -1.17 1.08
H -2.20 -1.45 -2.17
H -1.61 -3.58 -0.61
H -1.13 -1.69 -3.52
H -2.51 -1.50 -0.39
H -4.45 0.31 0.16
H 2.26 3.13 -1.58
H 0.90 -0.95 2.18
H 1.47 -1.58 -2.90
H 1.31 4.32 1.86
H -1.24 -4.09 -2.25
H 2.72 4.22 -0.25

#ii
51
Properties=species:S:1:pos:R:3 method="wB97M-V/def2-TZVPD" gap_ha="0.1761 / 0.1766" molar_mass_g_mol=903.187 homo_energy_ha="-0.5404 / -0.5398" total_charge=+2 e_lumo_ev="-9.91 / -9.89"
Re -0.42 -0.82 -1.47
Sb -3.13 -3.00 -3.08
Se -2.71 -0.79 -1.35
Se -0.10 -2.85 -2.35
Se -3.69 -4.60 -1.53
Se -3.11 -2.16 -5.21
O 1.81 -0.52 -1.80
O 0.78 2.38 -3.58
O -0.27 0.58 -2.72
N -0.04 -0.83 0.45
C -1.44 0.15 2.22
C 0.61 -1.91 1.32
C -0.41 -3.03 1.51
C 2.84 1.65 -1.48
C 3.08 0.39 -3.67
C 2.19 0.71 -2.49
C -3.01 1.11 3.91
C -0.68 0.26 1.05
C 1.87 -2.45 0.63
C -0.65 1.49 0.36
C -1.39 2.58 0.80
C 0.86 1.34 -3.01
C -1.34 3.88 0.06
C -2.15 2.43 1.95
C 1.08 -1.30 2.65
C -2.19 1.23 2.67
H 2.59 -0.28 -4.37
H 2.26 -3.24 1.26
H 2.24 -1.26 -2.25
H -1.52 -0.79 2.74
H -2.73 3.27 2.31
H -2.41 1.43 4.77
H -1.59 4.71 0.71
H 1.50 -0.31 2.52
H 4.01 -0.05 -3.31
H -1.36 -2.67 1.89
H 0.06 1.63 -0.45
H 1.66 -2.90 -0.34
H 3.81 1.26 -1.19
H 0.30 -1.26 3.40
H -2.06 3.87 -0.77
H -3.88 1.75 3.86
H -0.60 -3.56 0.57
H -0.35 4.06 -0.37
H -3.33 0.09 4.08
H -0.01 -3.75 2.22
H 1.87 -1.93 3.06
H 2.64 -1.69 0.53
H 2.22 1.77 -0.58
H 3.33 1.31 -4.20
H 2.98 2.63 -1.93

Most favorable structure: #ii. The second most favorable one is 0.0060 hartree above it.